The following is a DFT calculation (ωB97M-V/def2-TZVPD) of a structure of composition C19H12BrCl2F4NNaOP.

```
42
C19H12BrCl2F4NNaOP | the Open Molecules 2025 dataset | ωB97M-V/def2-TZVPD
Br 2.5652 -1.4480 0.9136
Cl 4.0563 0.6615 -5.0093
Cl 4.4582 -1.9478 -3.7054
P -0.3877 -0.1448 0.2358
Na 2.1538 -0.6557 -3.8134
F -2.5041 -1.0458 2.1782
F 0.1374 -3.9328 4.6956
F 2.2883 -3.3325 3.2190
F -2.2546 -2.7847 4.1777
O 0.9300 -0.4342 -2.0162
N 0.4047 -1.0945 -1.1650
C 0.0195 -3.0855 3.7054
C 1.0228 3.6137 -0.1371
C -3.9697 1.1809 -1.0153
C 0.7241 1.7133 1.8841
C -1.2067 -2.4999 3.4376
C -2.6193 -1.2609 -0.8878
C -4.5695 0.0129 -1.4642
C -3.8986 -1.2050 -1.4052
C -2.6842 1.1458 -0.5003
C 1.0160 -1.8724 1.8859
C 0.4767 2.3810 -0.4422
C 1.4099 3.8993 1.1679
C -2.0124 -0.0787 -0.4395
C 0.3338 1.4255 0.5720
C -0.2242 -1.2835 1.5851
C -1.3193 -1.6027 2.3837
C 1.2556 2.9580 2.1760
C 1.1336 -2.7661 2.9272
C 5.2178 -0.6571 -4.6813
H 1.8286 4.8688 1.4018
H -4.3818 -2.1076 -1.7503
H -2.1083 -2.2130 -0.8144
H 1.1341 4.3609 -0.9103
H 0.6140 0.9783 2.6697
H -2.2183 2.0521 -0.1385
H 0.1403 2.1750 -1.4507
H 5.5253 -1.0830 -5.6293
H 6.0475 -0.2478 -4.1165
H 1.5493 3.1919 3.1894
H -5.5767 0.0470 -1.8574
H -4.5072 2.1179 -1.0563
```

The calculation puts the total energy at -143081.063 eV. As for the net charge: +2.

***

The following is a DFT calculation (ωB97M-V/def2-TZVPD) of a structure of composition C22H43N2OP3Re in a non-equilibrium geometry.

```
72
C22H43N2OP3Re | the Open Molecules 2025 dataset | ωB97M-V/def2-TZVPD
Re 0.1859 -0.1737 0.2946
P 1.4126 -1.7101 -0.9191
P 1.3758 -0.8375 2.1010
P -1.5896 -1.5971 0.4782
O -0.3990 0.4430 -1.6119
N -0.7314 1.3855 1.7148
N -2.4728 4.5117 3.8882
C 2.9872 0.0553 2.2219
C -0.5643 -0.0119 -3.9258
C -1.8481 3.4941 3.2589
C -1.6077 1.1567 2.7299
C 1.6171 1.6708 -4.3890
C -1.0501 3.5423 -1.9839
C -1.9433 -2.5607 -1.0426
C 0.0174 0.7123 -2.8345
C 1.0382 0.9782 -5.4477
C 0.7943 -0.6317 3.8441
C -2.3052 3.5117 -2.4728
C -0.0482 0.1215 -5.2078
C -2.2272 2.1588 3.4680
C -0.8130 3.7159 2.3318
C -0.3563 2.6692 1.5423
C 1.5819 -3.5291 -0.5545
C -3.2224 -0.8521 0.8136
C 2.0097 -2.5692 2.4796
C 1.2927 -2.0255 -2.7507
C -1.4783 -2.8990 1.7505
C 1.0590 1.6333 -3.1274
C 3.1559 -1.1179 -0.8708
H -2.9700 1.9032 4.2205
H 2.4604 2.3375 -4.5619
H -0.5777 -0.4250 -6.0057
H 2.6108 -3.7115 -0.2129
H 1.4717 1.0367 -6.4370
H -1.0410 -3.0707 -1.4092
H -0.2840 4.1209 -2.5572
H -1.8353 0.1069 2.9603
H 1.5474 -2.9321 3.4050
H -2.2107 5.4695 3.7025
H -2.4227 -3.4525 1.7582
H 0.3724 2.8074 0.7442
H -3.3695 -0.6461 1.8776
H 3.1888 -0.0213 -0.8141
H -0.3852 4.7026 2.1822
H 3.0969 -2.5216 2.6124
H -2.3197 -1.8822 -1.8246
H 3.6422 -0.1734 1.3778
H 1.5827 -1.0231 4.5011
H 0.2441 -2.1767 -3.0288
H -0.6892 3.2993 -0.9667
H -1.3555 -0.7440 -3.7157
H -3.3374 0.0944 0.2682
H 0.8535 -3.8912 0.1819
H -2.4596 3.6178 -3.5558
H -0.1185 -1.2113 4.0299
H 3.4754 -0.2443 3.1569
H 2.7864 1.1319 2.2386
H 1.7046 -1.1907 -3.3312
H 1.4174 2.3369 -2.3859
H 1.7902 -3.3031 1.7072
H -2.7054 -3.3167 -0.8030
H 1.2708 1.0495 -0.2287
H 3.6945 -1.5300 -0.0053
H -3.2432 3.5243 -1.8957
H 3.6542 -1.4360 -1.7969
H 0.6235 0.4201 4.0885
H -4.0234 -1.5322 0.4858
H -0.6681 -3.6007 1.5471
H -3.2702 4.3381 4.4827
H 1.8271 -2.9399 -3.0325
H -1.3219 -2.4732 2.7453
H 1.4224 -4.0927 -1.4837
```

Its expectation value of S² is 3.97. The calculation puts the total energy at -58490.610 eV. As for the net charge: +4. The spin multiplicity is 4.

***

What is the total energy in the first record?
-143081.063 eV

***

What is the formula in the first record?
C19H12BrCl2F4NNaOP

***

Which of these has the highest net charge?
C22H43N2OP3Re